[1]
71
Properties=species:S:1:pos:R:3:forces:R:3 method="wB97M-V/def2-TZVPD" relative_energy_kcal_mol=25.2 total_charge=+1 homo_energy_ev=-11.0 energy_ev=-65467.1871 gap_ev=8.96 largest_force_ev_per_a=1.0
Rb -0.491153 -0.749721 0.902456 0.4 -0.5 -0.8
C 1.886820 -2.982744 -0.028443 -0.1 -0.1 0.0
C 0.805089 -3.887695 -0.625875 0.0 0.1 0.1
N -0.541848 -3.322152 -0.492740 -0.1 -0.2 -0.4
C -1.538246 -4.235946 0.069234 0.1 0.0 0.2
C -1.249673 -4.595372 1.528513 0.0 0.1 -0.2
N -0.937393 -3.417314 2.340444 -0.2 0.0 0.3
C 0.251840 -3.554650 3.179553 0.1 0.0 -0.1
C 1.536332 -3.614004 2.344787 -0.2 0.1 0.1
N 1.576163 -2.552273 1.337751 0.6 -0.1 0.1
H 1.975865 -2.081414 -0.642617 0.0 0.0 0.0
H 2.843870 -3.520001 -0.087693 0.0 0.0 -0.1
H 0.843376 -4.863190 -0.137301 0.0 0.0 0.0
H 1.061346 -4.065400 -1.673392 0.0 0.0 0.0
H -0.877294 -3.041303 -1.407125 0.0 0.0 0.0
H -1.621145 -5.170944 -0.502300 0.0 0.0 0.0
H -2.507687 -3.737690 0.006198 0.0 0.0 0.0
H -0.408766 -5.289533 1.570684 0.0 0.0 0.0
H -2.110912 -5.143290 1.921032 0.0 0.0 0.0
H -1.726139 -3.188790 2.931942 0.0 -0.1 0.0
H 0.218914 -4.445999 3.822333 0.0 0.0 0.0
H 0.291267 -2.683747 3.837729 0.0 0.0 0.0
H 1.606196 -4.586197 1.854723 0.0 0.0 0.0
H 2.389121 -3.555770 3.026326 0.0 0.0 0.0
H 2.254386 -1.851084 1.609050 0.1 -0.1 0.0
Cl -1.293607 -0.190787 3.729860 -0.3 0.0 0.8
C -0.103536 1.095300 3.978097 0.1 0.1 -0.1
Cl 0.408490 1.760005 2.422373 0.3 0.5 0.3
H 0.763418 0.675355 4.473195 0.0 0.0 0.0
H -0.562924 1.880530 4.565471 0.0 0.0 0.0
N -6.447784 0.273138 -0.226610 -0.2 0.0 0.0
C -6.192213 1.396303 0.701081 0.1 0.0 0.1
C -5.561046 0.888166 2.003373 0.1 0.1 0.0
N -4.759725 1.861645 2.726325 -0.1 0.0 -0.1
H -6.937682 0.599808 -1.053618 -0.1 0.0 0.0
H -7.047297 -0.417377 0.215186 0.0 0.0 0.0
H -5.064720 -0.262260 -0.664926 -0.4 0.1 0.2
H -7.105227 1.957802 0.914720 0.0 0.0 0.0
H -5.496209 2.081343 0.212126 0.0 0.0 0.0
H -4.926508 0.026730 1.770893 0.0 0.0 0.1
H -6.341253 0.528971 2.677095 0.0 -0.1 0.0
H -5.318646 2.648982 3.030497 0.0 0.0 0.0
H -4.006968 2.215365 2.146779 0.0 0.0 0.0
C 1.213060 3.592570 -1.132153 0.0 0.0 0.0
C 0.676133 2.349319 -0.835609 0.1 0.0 0.0
N 1.425608 1.282660 -0.553517 -0.1 -0.1 0.0
C 2.749256 1.437744 -0.574058 0.0 0.0 0.0
C 3.389730 2.631319 -0.881163 -0.1 0.0 0.0
C 2.587428 3.734537 -1.153238 0.0 0.0 0.0
C 4.865247 2.723637 -0.875519 0.0 0.0 0.0
C 5.647257 3.127052 -1.875145 0.0 0.0 0.0
C 5.242778 3.473443 -3.249344 0.0 0.1 -0.1
C 6.105607 4.196303 -4.067102 0.0 0.0 0.0
C 5.677827 4.473367 -5.353210 0.0 0.0 0.0
N 4.497191 4.069421 -5.811652 0.0 0.0 0.0
C 3.750657 3.379925 -4.956051 0.1 0.0 0.0
N 4.056960 3.059940 -3.707180 0.0 -0.1 0.0
H 0.563764 4.429901 -1.347872 0.0 0.0 0.0
H -0.398167 2.206405 -0.810412 0.0 0.0 0.0
H 3.337636 0.551638 -0.354805 0.0 0.0 0.0
H 3.044706 4.688876 -1.381634 0.0 0.0 0.0
H 5.343160 2.451225 0.060458 0.0 0.0 0.0
H 6.712815 3.201469 -1.688378 0.0 0.0 0.0
H 7.070304 4.529895 -3.709944 0.0 0.0 0.0
H 6.296765 5.032842 -6.045447 0.0 0.0 0.0
H 2.788521 3.035245 -5.318742 0.0 0.0 0.0
N -3.102452 -2.210072 -2.328042 0.0 -0.1 0.0
C -3.522108 -1.387434 -1.641309 0.1 0.1 0.0
N -3.997854 -0.422966 -0.838381 0.5 -0.1 -0.1
C -3.142136 0.388569 -0.218211 -0.2 0.1 -0.2
N -2.416618 1.090358 0.340476 -0.5 0.3 -0.1

[2]
26
Properties=species:S:1:pos:R:3:forces:R:3 method="wB97M-V/def2-TZVPD" relative_energy_kcal_mol=27.5 homo_energy_ev=-8.3 energy_ev=-21248.8648 gap_ev=9.16 largest_force_ev_per_a=4.7
C 2.367304 0.122942 0.796673 0.6 4.4 1.5
C 1.466651 1.561493 -0.930329 1.1 -0.3 -0.3
C -1.660380 0.964403 1.544322 0.2 2.7 -1.9
C -2.577910 0.861557 -0.815795 -0.4 -2.6 -0.2
C 0.650733 -2.692581 0.242070 1.3 -2.5 -1.0
N -0.320536 -1.151412 -1.794313 0.2 1.7 0.2
N 1.168770 0.729157 0.229890 -3.5 -2.3 -1.2
N -1.579784 0.385267 0.178048 -1.0 0.2 -0.2
O -0.163271 -1.659228 0.719023 -0.5 0.0 0.9
P -0.301676 -0.525677 -0.357117 1.4 3.1 1.3
H 3.160190 -0.017028 0.073265 0.1 -1.6 -0.3
H 2.876196 1.077240 1.300948 -0.8 -1.6 -0.5
H 2.170414 -0.473640 1.700216 0.2 -0.5 -1.1
H 0.665916 2.070848 -1.497520 -0.3 -0.1 1.2
H 2.247659 2.301550 -0.632907 -0.5 -0.4 -0.4
H 1.847720 0.892804 -1.710316 0.8 0.2 -0.3
H -2.565990 1.559334 1.848597 0.2 -1.3 -1.0
H -1.410438 0.287365 2.273182 0.4 -1.8 1.7
H -0.896177 1.742828 1.555505 0.3 0.0 0.3
H -2.693733 2.001455 -0.709456 -0.2 -1.9 -0.6
H -2.175969 0.411458 -1.807326 -0.8 1.6 1.2
H -3.530614 0.146544 -0.651840 1.4 2.4 -0.3
H 1.227076 -2.278290 -0.626980 -0.2 -1.0 0.8
H 0.010021 -3.580566 -0.151469 1.1 1.5 0.8
H 1.373912 -3.046511 1.029144 -0.9 0.4 -0.6
H 0.020327 -0.409513 -2.422240 -0.2 -0.6 -0.2

[3]
24
Properties=species:S:1:pos:R:3:forces:R:3 method="wB97M-V/def2-TZVPD" relative_energy_kcal_mol=96.0 total_charge=+1 homo_energy_ev=-12.2 energy_ev=-10009.1490 gap_ev=8.77 largest_force_ev_per_a=7.6
C 1.739124 0.295045 -0.775109 2.0 -2.5 -3.6
C 0.883331 -0.492845 0.269715 1.6 0.9 -0.6
C -0.591841 -0.365514 0.028329 0.3 0.2 -1.7
C -1.004038 0.411079 -1.005346 1.0 -3.4 1.5
C -1.481640 -1.090488 1.007456 2.2 -0.7 0.3
C -1.466204 -2.644663 0.807400 -1.4 -0.3 2.4
N 1.623840 1.746474 -1.080547 3.8 1.9 0.3
H 1.621795 -0.179356 -1.915355 -0.2 1.0 3.1
H 2.845200 0.231943 -0.710791 -0.7 -0.7 0.9
H 1.280269 -0.241187 1.260670 -0.8 0.9 0.4
H 1.291531 -1.498858 0.351410 -0.2 -0.5 -1.0
H -1.988622 0.621267 -1.002094 -3.4 0.5 -0.2
H -0.566914 0.683329 -1.929963 1.2 0.4 -0.3
H -0.985565 -1.029360 1.964317 0.0 0.7 0.7
H -2.437662 -0.622049 1.104340 -0.8 -0.2 -0.2
H -1.985188 -3.117466 1.771940 0.9 0.9 -2.3
H -2.015954 -2.852821 -0.069286 -0.8 -0.7 -0.9
H -0.516829 -3.193128 0.722948 0.1 0.9 0.1
H 1.781267 2.491213 -0.321928 0.6 -1.7 -0.9
H 0.717648 1.958918 -1.212146 -4.4 0.8 -1.3
H 2.191845 1.995265 -1.962358 -1.0 -0.5 1.8
H 0.176580 1.830818 1.239567 2.1 -1.5 3.5
H -0.806976 2.966729 0.930527 1.8 -3.0 -1.5
O -0.305000 2.095656 0.526303 -3.9 6.5 -0.4

[4]
85
Properties=species:S:1:pos:R:3:forces:R:3 method="wB97M-V/def2-TZVPD" relative_energy_kcal_mol=4.2 spin_multiplicity=4 total_charge=+3 homo_energy_ev="-15.8 / -15.8" energy_ev=-110176.4443 gap_ev="5.47 / 5.70" largest_force_ev_per_a=2.0
Mn 9.689487 10.366609 15.456443 0.5 1.7 0.6
N 10.808564 12.417133 17.971464 0.2 0.3 0.4
C 10.347704 11.222856 18.324429 -0.1 -0.1 0.9
N 10.387791 10.924042 19.619842 0.2 0.0 -0.2
C 9.920829 9.737104 20.002410 0.0 0.2 0.5
N 10.044032 9.344212 21.262488 0.3 0.9 -0.6
N 9.235738 8.907200 19.169176 -0.5 -0.6 0.1
C 9.145023 9.292580 17.950371 -0.1 -0.7 0.6
N 9.750103 10.363405 17.433932 0.5 1.0 -1.3
C 8.242607 8.586371 17.024593 0.1 0.6 -0.8
C 7.293394 7.689653 17.431609 0.1 0.0 0.5
C 6.389811 7.223185 16.494462 -0.4 0.3 0.1
C 6.452427 7.657754 15.167437 -0.6 -0.3 0.9
C 7.439202 8.543878 14.822824 0.3 0.6 0.2
N 8.294092 9.041370 15.737588 -0.2 -1.0 0.5
H 11.166993 12.963317 18.750409 0.0 -0.2 -0.2
H 11.158399 12.650659 17.061140 -0.2 -0.1 -0.3
H 10.460089 9.962644 21.944017 0.1 -0.1 -0.1
H 9.684973 8.460495 21.540573 -0.3 -0.5 0.2
H 7.209985 7.465986 18.501493 0.1 -0.1 -0.5
H 5.582959 6.632920 16.903900 -0.2 -0.3 -0.5
H 5.650121 7.420978 14.479081 0.3 -0.2 -0.1
H 7.501496 8.937752 13.828438 0.2 0.2 -0.3
C 18.280047 7.485909 11.335391 0.4 -0.5 -0.2
C 16.944766 8.099046 11.324325 -0.5 -0.5 0.9
C 15.875037 7.361315 11.895355 0.6 1.5 -0.8
C 14.632802 7.931562 11.974460 -0.7 -1.1 0.0
C 13.587113 7.099871 12.639475 0.1 -0.4 0.7
C 14.383946 9.172220 11.363771 0.6 0.7 -0.1
Te 12.534433 9.953033 10.911452 0.1 0.0 -0.4
N 11.587347 10.648872 12.735764 0.5 0.1 -0.3
C 10.245418 10.665555 12.649944 0.3 -0.1 -0.3
O 9.449867 10.449747 13.623486 -0.1 0.1 0.3
C 9.511583 10.863656 11.386551 -0.1 0.2 -1.0
C 9.892438 11.853203 10.455733 -1.3 -0.9 0.1
C 9.132991 12.048044 9.305606 -0.2 -0.8 -0.3
C 8.054741 11.199044 9.013704 0.3 0.8 0.9
C 7.623849 10.291293 9.984191 0.1 -0.1 -1.2
C 8.352097 10.106533 11.120442 0.7 0.3 0.9
C 11.347044 8.234577 10.569367 0.1 0.1 -0.4
C 10.621366 7.642402 11.580622 -0.6 -0.6 -0.1
C 9.817108 6.539030 11.282201 0.1 -0.1 0.3
C 9.732442 6.071674 9.971556 0.2 0.2 0.2
C 10.488019 6.671780 8.978494 0.4 0.6 0.1
C 11.321100 7.764741 9.241162 -0.1 0.0 0.6
C 12.146299 8.410811 8.158197 -0.6 0.1 0.6
C 15.458502 9.952154 10.849794 0.6 -0.7 0.6
C 15.361428 11.282974 10.218423 -0.1 1.3 -0.6
C 16.751372 9.403683 10.922868 -1.0 0.4 -0.9
H 18.550215 7.356975 12.382751 0.3 0.0 0.1
H 19.025740 8.093414 10.821999 0.0 -0.2 0.1
H 18.227838 6.473569 10.908137 0.2 0.3 0.0
H 16.040697 6.373524 12.285255 0.1 -0.2 0.1
H 14.063342 6.310098 13.226017 0.0 0.2 0.0
H 12.961459 6.567976 11.951853 -0.4 -0.2 -0.6
H 12.955803 7.652277 13.320674 -0.2 0.3 0.1
H 10.690003 12.497785 10.665466 1.1 0.9 0.3
H 9.387280 12.810843 8.585368 0.2 0.1 0.1
H 7.506488 11.333812 8.095562 -0.1 -0.1 -0.1
H 6.774395 9.669999 9.762288 -0.2 -0.1 0.1
H 8.058785 9.356685 11.829464 -0.1 -0.3 0.1
H 10.673630 8.005739 12.593423 0.1 0.0 0.3
H 9.326634 5.995224 12.097754 0.0 0.3 -0.4
H 9.113677 5.225727 9.718607 -0.1 -0.1 0.1
H 10.486588 6.320803 7.961989 -0.2 -0.3 -0.2
H 12.150288 7.819955 7.253770 0.1 -0.1 -0.2
H 13.163331 8.564962 8.498075 0.4 -0.1 -0.1
H 11.714432 9.387107 7.940695 0.0 0.2 -0.3
H 15.009758 12.106218 10.847805 0.1 -0.3 0.3
H 14.693230 11.305220 9.358621 0.0 -0.2 -0.3
H 16.349135 11.585937 9.856118 -0.3 0.0 0.0
H 17.569628 9.988042 10.486881 -0.2 -0.3 0.4
C 6.558602 13.821372 15.681787 -0.9 -0.7 -0.2
C 7.531198 12.730042 15.591300 0.4 -0.7 0.0
N 8.295247 11.864051 15.552774 -0.9 0.9 0.1
H 6.190409 14.139128 14.695562 0.3 -0.2 0.2
H 7.004197 14.648821 16.184499 0.5 0.7 0.3
H 5.672627 13.520578 16.279298 0.6 -0.1 -0.3
F 11.000254 11.706749 15.346267 -0.2 -1.0 -0.2
Sb 13.050736 11.337585 14.128690 -1.3 0.0 1.4
F 13.617955 9.622753 14.269906 0.2 -1.8 0.2
F 14.464062 11.724837 13.042770 0.6 0.2 -0.8
F 12.555234 13.074622 14.079443 -0.7 1.8 -0.6
F 10.926469 9.192384 15.335052 0.2 -0.5 0.0
F 13.721154 11.627906 15.847805 -0.3 -0.1 -0.2